[1]
Computed, not measured: a structure of composition C6H8N at a distorted geometry, with ωB97M-V with the def2-TZVPD basis set.

## Properties
HOMO: -0.5377 Eh
relative energy (zero: lowest compared OMol25 entry of this formula, charge and spin): 535.21 kJ/mol
LUMO: -6.5 eV
total charge: +1
frontier orbital gap: 0.2988 Ha

The geometry in XYZ format:
```
15
Properties=species:S:1:pos:R:3:lowdin_charge:R:1
C -0.297 -0.941 -1.027 0.1417
C 0.627 -1.069 0.682 -0.3100
C 1.230 -1.611 1.744 0.1557
C -0.304 0.204 0.716 0.0084
C -0.882 0.290 -0.790 -0.2659
C -0.322 1.492 -1.542 -0.0291
N 0.396 -1.784 -0.512 0.2702
H 1.839 -2.442 1.648 0.0656
H 1.245 -0.919 2.664 0.1348
H -1.141 -0.060 1.383 0.1489
H 0.187 1.139 0.984 0.1362
H -1.984 0.323 -0.916 0.1832
H 0.877 1.440 -1.718 0.1644
H -0.663 2.312 -0.832 0.1192
H -0.810 1.627 -2.485 0.0766
```

=====

[2]
Computed, not measured: an isolated molecule of C23H15Br2NO6 at a distorted geometry, with ωB97M-V with the def2-TZVPD basis set.

## Properties
HOMO: -0.3221 Eh
SMILES: COc1ccc(C(=O)c2ccc3c(-c4cc(Br)c(OCC(=O)O)c(Br)c4)nocc2-3)cc1
relative energy (zero: lowest compared OMol25 entry of this formula, charge and spin): 0.00 kJ/mol
LUMO: -0.6 eV
total charge: 0
frontier orbital gap: 0.3015 Ha

The geometry in XYZ format:
```
47
Properties=species:S:1:pos:R:3:lowdin_charge:R:1
C 0.056 -7.490 -3.238 -0.0777
O 0.516 -6.430 -4.088 -0.1091
C 1.101 -5.378 -3.380 -0.2624
C 0.423 -4.666 -2.383 -0.0112
C 1.018 -3.588 -1.724 -0.0316
C 2.349 -3.237 -1.975 -0.1531
C 3.046 -2.169 -1.207 -0.3145
O 4.255 -2.187 -1.094 0.0982
C 2.250 -1.019 -0.655 -0.1057
C 2.485 -0.479 0.590 0.0084
C 1.513 0.557 0.919 0.0015
C 0.678 0.639 -0.165 -0.1243
C -0.468 1.550 -0.426 -0.1783
C -0.868 2.596 0.491 -0.1658
C 0.032 3.631 0.864 -0.0269
C -0.387 4.652 1.741 -0.5539
Br 0.741 6.110 2.240 0.8012
C -1.688 4.615 2.275 -0.3765
O -2.053 5.612 3.101 -0.1098
C -2.172 5.205 4.477 -0.0764
C -3.100 6.160 5.272 -0.4404
O -2.686 6.647 6.314 0.0941
O -4.373 6.341 4.821 0.0953
C -2.586 3.590 1.867 -0.5145
Br -4.475 3.664 2.341 0.7792
C -2.163 2.615 0.994 -0.0674
N -1.091 1.389 -1.552 0.1578
O -0.723 0.451 -2.565 -0.0042
C 0.306 -0.407 -2.332 0.0149
C 1.057 -0.336 -1.186 -0.1107
C 3.024 -3.998 -2.946 -0.0102
C 2.438 -5.022 -3.673 0.0170
H 0.928 -8.070 -2.884 0.0985
H -0.599 -8.148 -3.832 0.0934
H -0.540 -7.150 -2.373 0.0810
H -0.616 -4.961 -2.180 0.1205
H 0.458 -3.122 -0.905 0.1263
H 3.255 -0.888 1.254 0.1253
H 1.414 1.089 1.865 0.1141
H 1.011 3.698 0.386 0.1241
H -2.590 4.197 4.630 0.1286
H -1.195 5.253 4.938 0.1294
H -4.773 6.950 5.468 0.1319
H -2.868 1.903 0.623 0.1085
H 0.592 -1.114 -3.093 0.1369
H 4.041 -3.718 -3.179 0.1170
H 3.024 -5.535 -4.436 0.1216
```

=====

[3]
Computed, not measured: the ion C18H16F4N with charge +1 at a distorted geometry, with ωB97M-V with the def2-TZVPD basis set.

## Properties
HOMO: -0.4644 Eh
SMILES: CC1=[N+](C(c2cc(F)cc(F)c2)c2cc(F)cc(F)c2)CCC1
relative energy (zero: lowest compared OMol25 entry of this formula, charge and spin): 0.00 kJ/mol
LUMO: -4.1 eV
total charge: +1
frontier orbital gap: 0.3122 Ha

The geometry in XYZ format:
```
39
Properties=species:S:1:pos:R:3:lowdin_charge:R:1
C 1.979 -2.463 -0.308 0.0242
C 0.515 -2.207 -0.291 -0.1787
N -0.180 -1.086 -0.305 0.0451
C 0.348 0.258 -0.194 -0.1492
C 0.599 0.669 1.254 -0.1362
C 0.042 1.767 1.930 0.0393
C 0.679 2.191 3.097 -0.2067
F 0.342 3.414 3.619 0.0653
C 1.678 1.474 3.763 0.1041
C 2.014 0.254 3.156 -0.2159
F 2.897 -0.571 3.807 0.0641
C 1.510 -0.123 1.936 0.0209
C -0.387 1.228 -1.145 -0.1377
C -0.709 0.775 -2.437 0.0158
C -1.313 1.646 -3.334 -0.2180
F -1.554 1.208 -4.611 0.0597
C -1.622 2.983 -3.030 0.0982
C -1.212 3.406 -1.771 -0.2138
F -1.438 4.716 -1.430 0.0669
C -0.544 2.593 -0.858 0.0375
C -1.654 -1.366 -0.232 -0.0544
C -1.757 -2.898 -0.292 -0.1133
C -0.321 -3.421 -0.292 -0.0918
H 2.065 -3.540 -0.509 0.1051
H 2.513 -1.915 -1.092 0.1201
H 2.481 -2.339 0.659 0.0978
H 1.378 0.231 -0.625 0.1800
H -0.810 2.299 1.531 0.1191
H 2.207 1.856 4.631 0.1438
H 1.865 -1.053 1.490 0.0841
H -0.424 -0.242 -2.759 0.1399
H -2.028 3.657 -3.768 0.1410
H -0.086 3.047 0.017 0.1169
H -2.103 -0.998 0.703 0.1473
H -2.176 -0.891 -1.066 0.1239
H -2.317 -3.293 0.558 0.1245
H -2.279 -3.206 -1.198 0.1233
H -0.092 -4.010 -1.194 0.1507
H -0.108 -4.050 0.591 0.1570
```

=====

[4]
Computed, not measured: a structure of composition C16H10BrF5GaS at a distorted geometry, with ωB97M-V with the def2-TZVPD basis set.

## Properties
HOMO: -0.1446 Eh
LUMO: 2.6 eV
total charge: -1
frontier orbital gap: 0.2397 Ha

The geometry in XYZ format:
```
34
Properties=species:S:1:pos:R:3:lowdin_charge:R:1
C -1.068 2.369 -2.359 -0.1739
C 0.309 2.286 -2.132 -0.1908
C 0.715 0.911 -2.356 -0.2751
H 0.992 3.098 -1.919 0.0868
C -0.484 0.176 -2.728 -0.2457
C -1.553 1.094 -2.735 -0.1651
H -2.565 0.839 -2.979 0.0847
H -1.635 3.282 -2.303 0.0889
H 1.742 0.546 -2.458 0.0922
H -0.467 -0.826 -3.139 0.0826
Ga 0.077 0.345 -0.232 -0.0050
Br 1.824 1.306 0.737 0.4480
C -1.597 0.541 1.581 -0.2590
C -2.682 0.452 0.632 -0.2090
C -2.864 1.720 0.074 -0.1910
H -3.277 -0.429 0.457 0.0784
C -1.954 2.626 0.673 -0.1838
C -1.178 1.928 1.617 -0.2446
H -0.488 2.340 2.342 0.0697
H -1.324 -0.217 2.317 0.0814
H -3.610 1.957 -0.655 0.0799
H -1.829 3.669 0.444 0.0795
F 4.130 -3.294 2.681 0.1121
C 3.057 -2.895 1.998 -0.1307
C 1.802 -2.894 2.611 -0.1435
F 1.661 -3.294 3.880 0.1096
C 0.691 -2.503 1.913 -0.2174
F -0.536 -2.493 2.494 0.0715
C 0.833 -2.123 0.573 -0.5132
S -0.608 -1.746 -0.394 0.8215
C 2.093 -2.103 -0.040 -0.2676
F 2.203 -1.687 -1.329 0.0646
C 3.197 -2.494 0.668 -0.1487
F 4.393 -2.486 0.067 0.1125
```

=====

[5]
Computed, not measured: a structure of composition C6H8LiO6Yb at a distorted geometry, with ωB97M-V with the def2-TZVPD basis set.

## Properties
HOMO (alpha / beta): -0.5703 / -0.5704 Eh
spin multiplicity: 2
relative energy (zero: lowest compared OMol25 entry of this formula, charge and spin): 366.99 kJ/mol
LUMO (alpha / beta): -9.3 / -10.7 eV
total charge: +2
frontier orbital gap (alpha / beta): 0.2295 / 0.1754 Ha

The geometry in XYZ format:
```
22
Properties=species:S:1:pos:R:3:lowdin_charge:R:1
O 2.622 -0.478 0.793 0.0930
C 1.635 0.242 0.326 -0.7159
C 2.884 -1.665 0.016 -0.0761
O 1.294 1.310 0.858 -0.0497
O 1.087 -0.232 -0.738 -0.0914
C 1.534 -2.359 -0.112 0.1464
H 3.584 -2.273 0.596 0.1766
H 3.254 -1.403 -0.982 0.1506
H 1.395 -2.844 0.864 0.1420
H 1.692 -3.148 -0.857 0.1493
O -2.068 -1.354 -0.113 -0.0567
C -1.123 -2.070 0.578 0.1162
C -2.785 -0.321 0.569 -0.1207
O -0.306 -2.537 -0.284 0.0182
O -1.512 1.142 -0.859 -0.4974
C -2.782 0.904 -0.337 -0.2914
H -2.269 -0.111 1.516 0.1445
H -3.810 -0.658 0.776 0.1572
H -3.174 1.759 0.240 0.1377
H -3.461 0.733 -1.192 0.1381
Li -0.781 -0.537 -1.485 0.7542
Yb 0.034 2.458 -0.457 1.5753
```

=====

[6]
Computed, not measured: a structure of composition C5H11N2 at a distorted geometry, with ωB97M-V with the def2-TZVPD basis set.

## Properties
HOMO: -0.5970 Eh
relative energy (zero: lowest compared OMol25 entry of this formula, charge and spin): 242.67 kJ/mol
LUMO: -3.1 eV
total charge: +1
frontier orbital gap: 0.4812 Ha

The geometry in XYZ format:
```
18
Properties=species:S:1:pos:R:3:lowdin_charge:R:1
C 0.789 0.217 0.490 0.2966
C -2.897 0.707 0.053 -0.1648
C -4.304 0.647 -0.114 -0.0244
C 3.815 1.202 -0.430 -0.0492
C 3.258 -0.116 0.110 -0.2090
N -1.762 0.757 0.201 0.1697
N 1.902 0.010 0.330 0.1015
H -2.398 -4.418 0.427 -0.0027
H -0.326 0.453 0.470 -0.0036
H -3.104 -4.589 0.154 0.0031
H -4.552 0.414 -1.149 0.1066
H -4.702 -0.135 0.538 0.1088
H -4.746 1.604 0.158 0.1072
H 3.618 2.015 0.264 0.0868
H 4.892 1.110 -0.557 0.0903
H 3.374 1.444 -1.394 0.0870
H 3.735 -0.390 1.057 0.1479
H 3.408 -0.930 -0.608 0.1484
```

=====

[7]
Computed, not measured: a cluster of 2 separate species, CH8OSi2 in total at a distorted geometry, with ωB97M-V with the def2-TZVPD basis set.

## Properties
HOMO: -0.3353 Eh
SMILES: C=[SiH2].O[SiH3]
relative energy (zero: lowest compared OMol25 entry of this formula, charge and spin): 141.40 kJ/mol
LUMO: -0.4 eV
total charge: 0
frontier orbital gap: 0.3195 Ha

The geometry in XYZ format:
```
12
Properties=species:S:1:pos:R:3:lowdin_charge:R:1
C -1.288 -0.836 0.557 -0.3517
Si -1.970 0.492 -0.355 0.7566
H -1.775 -1.865 0.784 0.0391
H -0.812 -0.546 1.421 -0.0562
H -1.224 1.665 -0.303 -0.1314
H -3.067 0.495 -1.442 -0.0777
O 1.270 -1.013 -0.342 -0.3863
Si 2.085 0.394 -0.079 0.4976
H 0.311 -1.022 -0.055 -0.0771
H 3.162 -0.080 0.718 -0.0810
H 0.989 1.417 0.531 -0.0531
H 2.318 0.900 -1.434 -0.0788
```

=====

[8]
Computed, not measured: a structure of composition C6H14NO2 at a distorted geometry, with ωB97M-V with the def2-TZVPD basis set.

## Properties
HOMO: -0.4335 Eh
relative energy (zero: lowest compared OMol25 entry of this formula, charge and spin): 276.26 kJ/mol
LUMO: -2.8 eV
total charge: +1
frontier orbital gap: 0.3310 Ha

The geometry in XYZ format:
```
23
Properties=species:S:1:pos:R:3:lowdin_charge:R:1
C 1.106 1.617 -0.006 -0.0236
C -0.160 0.834 -0.367 -0.2514
C 1.183 0.542 1.042 -0.3206
C 2.045 -0.672 0.898 -0.0205
C -0.425 -0.111 -1.463 -0.1325
C -1.117 -1.508 -1.153 -0.1519
N -1.361 0.963 0.430 0.1995
O 0.423 0.588 2.176 0.0036
O -2.400 -1.177 -0.563 -0.0552
H 1.941 1.663 -0.716 0.1468
H 0.956 2.562 0.308 0.0798
H 2.143 -0.821 -0.212 0.1058
H 1.631 -1.545 1.256 0.0455
H 3.061 -0.716 1.471 0.1362
H 0.479 -0.210 -2.228 0.1745
H -1.080 0.444 -2.108 0.1083
H -1.194 -2.110 -2.005 0.1021
H -0.383 -2.095 -0.559 0.1295
H -1.207 0.717 1.396 0.1243
H -1.966 0.173 0.145 0.1059
H -1.509 1.983 0.616 0.2069
H 0.851 0.113 2.936 0.1664
H -3.014 -1.235 -1.295 0.1205
```

=====

[9]
Computed, not measured: a cluster of 2 separate species, C5H15N3 in total at a distorted geometry, with ωB97M-V with the def2-TZVPD basis set.

## Properties
HOMO: -0.2584 Eh
SMILES: NC=C(N)N.CCC
relative energy (zero: lowest compared OMol25 entry of this formula, charge and spin): 238.79 kJ/mol
LUMO: 0.9 eV
total charge: 0
frontier orbital gap: 0.2917 Ha

The geometry in XYZ format:
```
23
Properties=species:S:1:pos:R:3:lowdin_charge:R:1
N -0.637 2.565 0.703 0.0398
C -0.801 1.486 -0.202 -0.2195
C -1.246 0.248 0.229 -0.5020
N -1.886 -0.595 -0.727 0.0734
N -1.590 0.097 1.608 0.0677
H -0.343 2.230 1.613 0.0694
H 0.009 3.261 0.361 0.0727
H -0.964 1.768 -1.233 0.1176
H -2.393 -1.379 -0.341 0.0751
H -2.463 -0.097 -1.391 0.0770
H -1.953 -0.822 1.826 0.0753
H -2.220 0.820 1.946 0.0824
C 1.946 0.317 -0.338 -0.1479
C 1.416 -0.972 0.162 -0.3346
C 1.272 -2.063 -0.886 -0.1334
H 2.689 0.233 -1.129 0.0706
H 1.006 0.924 -0.692 0.0627
H 2.329 0.962 0.453 0.0675
H 1.935 -1.321 1.054 0.0972
H 0.234 -0.639 0.434 0.0996
H 0.889 -2.983 -0.438 0.0640
H 0.547 -1.750 -1.639 0.0593
H 2.226 -2.289 -1.370 0.0659
```

=====

no.,electronic energy (eV)
1,-7830.1412
2,-177950.7133
3,-31278.3890
4,-163595.6022
5,-50352.1449
6,-8334.6039
7,-18966.7481
8,-12024.1856
9,-9896.6763